The following is a DFT calculation (ωB97M-V/def2-TZVPD) of one molecule with the formula C26H26N6O2 at a distorted geometry.

Geometry as XYZ:
```
60
Properties=species:S:1:pos:R:3:forces:R:3:mulliken_charge:R:1
C 6.351 0.635 -1.614 -0.08 0.04 -0.21 -1.125
C 5.116 0.252 -2.432 0.16 0.03 0.20 -1.057
C 4.185 -0.592 -1.611 -0.08 0.12 -0.16 0.440
C 4.364 -1.978 -1.548 -0.16 0.04 0.10 -0.638
C 3.551 -2.770 -0.770 -0.03 -0.03 0.03 -1.011
C 2.524 -2.190 -0.024 0.21 0.60 -0.25 -0.174
N 1.684 -2.945 0.746 0.05 -0.37 0.19 0.105
C 0.610 -2.474 1.460 0.24 -0.12 -0.17 -0.661
O -0.138 -3.257 2.029 -0.12 -0.10 0.21 -0.761
C 0.445 -1.025 1.446 0.10 0.33 -0.08 0.523
C -0.679 -0.454 2.267 -0.08 -0.04 0.10 -1.210
N -1.250 0.716 1.624 0.15 -0.02 0.11 0.289
C -2.008 1.577 2.525 -0.02 0.03 0.07 -1.262
C -2.242 2.915 1.877 -0.11 0.02 0.10 0.357
C -1.170 3.770 1.653 -0.04 0.00 -0.02 -0.177
C -1.367 4.997 1.046 0.13 0.03 0.00 -0.688
C -2.639 5.382 0.656 -0.09 0.06 -0.07 -0.393
C -3.710 4.531 0.870 -0.04 0.12 -0.06 -0.756
C -3.513 3.302 1.475 0.02 -0.03 0.10 -0.160
C -1.981 0.387 0.411 0.21 0.19 -0.14 -0.434
C -3.229 -0.401 0.632 -0.09 -0.66 -0.10 -0.056
N -4.361 0.087 1.091 0.62 0.73 -0.13 0.050
N -5.219 -0.922 1.153 -0.90 0.00 0.28 -0.813
N -4.686 -1.999 0.757 0.06 -1.27 -0.27 -0.473
N -3.420 -1.731 0.420 -0.31 1.35 0.34 0.802
C -2.553 -2.780 -0.055 0.50 -0.52 -0.07 -0.860
C -1.817 -2.381 -1.291 -0.77 0.18 -0.54 0.116
C -2.253 -1.878 -2.483 0.13 -0.29 0.62 -0.134
C -1.094 -1.668 -3.270 0.46 -0.10 0.20 -0.816
C -0.043 -2.060 -2.502 -0.11 0.33 -0.74 -0.310
O -0.470 -2.491 -1.301 -0.01 -0.19 0.41 -0.118
C 1.266 -0.246 0.709 -0.31 -0.32 0.32 -0.176
C 2.329 -0.796 -0.069 0.26 -0.45 -0.11 1.420
C 3.173 -0.019 -0.869 0.03 -0.28 0.01 -0.666
H 6.059 1.200 -0.732 0.01 0.05 0.10 0.328
H 7.026 1.245 -2.209 0.13 0.07 0.00 0.374
H 6.882 -0.256 -1.289 0.08 -0.06 0.06 0.328
H 4.603 1.160 -2.756 -0.01 -0.04 -0.09 0.359
H 5.430 -0.299 -3.320 -0.07 0.05 -0.06 0.375
H 5.155 -2.434 -2.126 0.09 -0.07 -0.07 0.427
H 3.696 -3.840 -0.734 0.02 -0.12 0.00 0.399
H 1.802 -3.952 0.747 -0.13 0.17 0.05 0.226
H -0.271 -0.143 3.234 -0.12 -0.04 -0.01 0.662
H -1.415 -1.249 2.474 0.08 0.09 0.02 0.428
H -2.971 1.132 2.816 0.14 0.07 0.07 0.448
H -1.403 1.714 3.426 -0.05 -0.05 -0.02 0.571
H -0.179 3.467 1.959 0.13 -0.04 0.04 0.388
H -0.528 5.658 0.879 0.06 0.05 0.00 0.378
H -2.794 6.342 0.186 -0.01 0.07 -0.04 0.377
H -4.703 4.825 0.563 -0.08 0.02 -0.03 0.389
H -4.344 2.628 1.627 -0.06 -0.08 0.02 0.413
H -2.263 1.330 -0.066 0.03 -0.17 -0.08 0.570
H -1.308 -0.159 -0.253 -0.09 0.12 -0.06 0.136
H -1.835 -3.060 0.725 -0.16 0.00 -0.11 0.265
H -3.209 -3.636 -0.244 0.13 0.14 0.06 0.434
H -3.267 -1.681 -2.762 -0.26 0.03 0.01 0.568
H -1.056 -1.281 -4.267 0.10 0.08 -0.22 0.477
H 1.013 -2.081 -2.680 0.20 -0.04 0.07 0.462
H 1.106 0.823 0.693 -0.08 0.14 0.01 0.562
H 3.015 1.049 -0.901 -0.02 0.16 -0.02 0.486
```
Forces are in eV/Å.

Calculated values
- net charge = 0
- Kohn-Sham gap (eV) = 8.489
- SMILES = CCc1ccc2[nH]c(=O)c(CN(Cc3ccccc3)Cc3nnnn3Cc3ccco3)cc2c1
- molecular weight (g/mol) = 454.53
- highest occupied orbital energy (eV) = -8.5
- E_LUMO (eV) = -0.026

=====

The following is a DFT calculation (ωB97M-V/def2-TZVPD) of a 10-piece molecular cluster, C44H116N8O13 overall at a distorted geometry.

Geometry as XYZ:
```
181
Properties=species:S:1:pos:R:3:forces:R:3:mulliken_charge:R:1
C -15.953 4.859 -13.395 0.12 0.56 -0.97 -0.444
C -16.733 4.519 -14.683 0.43 -0.54 1.27 -0.671
C -15.931 3.537 -15.467 0.67 0.52 -1.05 -1.471
O -17.959 3.922 -14.351 -1.59 0.05 0.51 0.131
H -15.786 3.995 -12.752 -0.33 -0.15 -0.04 0.282
H -16.404 5.682 -12.842 0.00 -0.03 0.11 -0.061
H -14.969 5.168 -13.747 0.21 0.37 0.28 0.179
H -16.956 5.420 -15.256 0.06 0.07 0.04 0.611
H -15.346 2.911 -14.793 -0.23 -0.44 -0.24 0.154
H -15.236 4.082 -16.105 0.37 -0.02 0.00 0.292
H -16.578 3.016 -16.174 0.07 -0.41 0.18 0.669
H -17.952 2.973 -14.497 0.25 0.05 -0.07 0.121
C -7.670 8.923 -12.927 -0.32 -0.50 -1.61 -1.445
C -9.013 9.477 -12.608 -1.23 -0.50 1.77 0.386
C -10.170 8.427 -12.465 0.48 0.82 -0.22 -0.729
O -8.890 10.151 -11.366 -0.57 1.27 1.02 -0.518
H -7.264 8.206 -12.213 -0.09 0.29 0.37 0.332
H -7.022 9.777 -13.125 0.39 -0.34 0.08 0.425
H -7.836 8.349 -13.838 0.58 -0.03 -0.38 0.333
H -9.280 10.288 -13.287 -0.06 -0.30 -0.40 0.279
H -11.155 8.838 -12.243 0.17 0.65 -0.05 0.193
H -9.959 7.810 -11.591 0.21 -0.34 -0.33 -0.019
H -10.330 7.880 -13.393 0.30 -0.42 0.12 0.421
H -8.201 9.813 -10.788 0.02 -0.39 -0.35 0.314
C -15.088 12.168 -15.405 0.64 -0.43 -0.30 -0.560
O -14.797 11.971 -16.778 0.51 -0.29 -0.61 -0.225
C -14.393 10.621 -17.058 -0.10 -0.43 -0.76 -0.834
C -13.717 10.442 -18.433 0.40 1.76 1.41 -1.120
N -12.448 11.244 -18.369 -0.96 -1.27 -0.96 -0.239
C -11.778 11.195 -19.647 1.13 0.17 0.20 -0.693
C -10.403 11.830 -19.512 0.07 0.24 -0.84 -0.703
O -10.547 13.222 -19.363 -1.81 0.32 -0.23 -0.240
C -9.420 14.020 -19.283 0.51 -0.51 0.43 -0.731
H -14.230 11.834 -14.822 0.00 -0.33 0.31 0.242
H -15.978 11.593 -15.147 -0.14 0.15 0.35 0.128
H -15.170 13.228 -15.166 -0.42 0.01 -0.44 0.331
H -15.248 9.945 -17.055 -0.36 0.00 0.35 0.660
H -13.662 10.256 -16.336 -0.02 0.18 0.37 0.190
H -14.395 10.721 -19.240 -0.09 0.45 -0.21 0.378
H -13.505 9.388 -18.616 0.30 -0.05 0.38 0.586
H -12.656 12.224 -18.244 -0.42 0.08 0.48 0.205
H -12.356 11.682 -20.433 0.01 0.22 -0.32 0.316
H -11.579 10.181 -19.994 -0.27 -0.32 0.29 0.513
H -9.846 11.623 -20.426 0.29 -0.05 -0.27 0.386
H -9.858 11.383 -18.680 0.01 0.01 0.28 0.358
H -8.913 14.187 -20.233 0.12 -0.32 -0.34 0.255
H -8.770 13.490 -18.586 0.73 0.57 0.16 0.322
H -9.694 15.012 -18.924 -0.12 -0.18 0.28 0.217
C -8.848 -0.447 -17.416 1.25 0.62 0.40 -0.793
O -8.929 0.913 -16.992 -0.68 -0.40 0.38 -0.236
C -9.513 1.856 -17.898 -0.42 -0.84 1.38 -0.765
C -9.876 3.153 -17.144 0.53 -0.88 -0.96 -0.496
N -11.033 3.049 -16.308 -1.03 0.69 0.72 -0.241
C -11.237 4.272 -15.467 -0.94 -1.34 0.65 -1.377
C -12.155 4.009 -14.227 0.39 -0.83 -0.59 0.758
O -11.623 2.959 -13.406 1.15 0.51 -0.23 -0.448
C -12.439 2.638 -12.312 -0.55 -0.01 -0.26 -0.544
H -8.108 -0.495 -18.216 0.04 -0.26 -0.30 0.302
H -9.724 -1.021 -17.719 -0.65 0.71 -0.04 0.312
H -8.431 -0.968 -16.555 0.04 -0.06 -0.04 0.235
H -10.456 1.416 -18.220 -0.15 0.11 -0.55 0.354
H -8.815 1.974 -18.727 -0.12 0.48 -0.20 0.447
H -10.103 3.808 -17.986 0.17 0.72 0.23 0.333
H -9.036 3.497 -16.540 0.54 0.25 -0.36 0.320
H -11.057 2.196 -15.767 0.29 0.15 0.30 0.252
H -11.741 5.030 -16.068 0.01 0.10 -0.06 0.620
H -10.308 4.711 -15.103 0.37 -0.10 -0.04 0.169
H -13.143 3.673 -14.543 -0.19 0.14 -0.33 -0.163
H -12.291 4.907 -13.625 0.16 0.29 -0.06 0.283
H -13.169 1.909 -12.661 -0.42 -0.09 0.26 0.414
H -12.947 3.520 -11.921 -0.16 0.13 0.03 -0.043
H -11.895 2.198 -11.476 0.43 -0.02 -0.26 0.281
C -15.689 11.204 -9.267 -0.49 -0.25 1.12 -1.112
O -16.148 9.893 -8.977 -0.28 -0.54 -0.49 0.488
C -17.521 9.737 -8.502 2.12 -0.46 -0.84 -0.608
C -17.756 8.256 -8.142 -0.42 1.46 1.06 -1.135
N -17.748 7.401 -9.260 0.44 -0.21 -2.09 0.913
C -18.186 6.033 -9.037 0.28 1.37 0.89 -1.033
C -18.599 5.319 -10.307 -0.44 0.07 0.60 -0.533
O -19.582 6.099 -11.057 1.40 -1.39 0.75 -0.311
C -19.982 5.395 -12.219 -0.30 -0.06 -0.44 -1.017
H -15.446 11.625 -8.292 0.05 0.72 0.01 0.039
H -16.431 11.821 -9.774 -0.11 -0.01 -0.11 0.328
H -14.765 11.193 -9.845 -0.14 -0.38 -0.14 0.258
H -18.163 9.990 -9.346 -0.41 0.27 0.26 0.162
H -17.601 10.402 -7.642 -0.60 -0.06 0.13 0.373
H -18.755 8.290 -7.708 -0.52 -0.12 0.52 0.548
H -17.094 7.916 -7.346 0.30 0.03 0.00 0.484
H -18.368 7.826 -9.935 0.01 0.13 -0.23 -0.375
H -18.976 6.064 -8.286 -0.66 -0.34 0.02 0.434
H -17.332 5.604 -8.513 -0.05 -0.99 -0.28 0.427
H -19.074 4.387 -10.001 -0.18 -0.18 -0.05 0.436
H -17.697 5.012 -10.837 -0.12 0.47 -0.78 0.077
H -20.210 4.348 -12.022 0.13 -0.18 0.27 0.379
H -19.227 5.420 -13.006 0.05 0.05 0.04 0.128
H -20.913 5.828 -12.585 0.08 0.29 0.02 0.292
C -15.824 -1.177 -6.763 0.59 1.85 -0.19 -1.408
C -14.315 -0.937 -6.918 0.19 -0.28 -1.06 0.484
C -13.844 0.540 -7.057 -1.87 -1.29 -0.11 -0.729
O -14.512 0.948 -8.237 0.14 1.03 -0.57 -0.305
C -14.220 2.286 -8.661 0.60 -0.13 0.85 -0.294
N -13.655 -1.566 -5.817 0.74 0.08 1.12 -0.717
H -16.114 -2.220 -6.888 0.06 0.13 0.20 0.374
H -16.364 -0.520 -7.445 -0.06 -0.40 -0.41 0.316
H -16.058 -0.740 -5.792 -0.28 -0.62 0.37 0.363
H -13.939 -1.419 -7.821 -0.36 0.07 -0.63 0.307
H -12.759 0.623 -7.114 0.20 -0.07 -0.19 0.275
H -14.194 1.048 -6.158 -0.03 0.60 0.04 0.346
H -14.818 2.653 -9.495 -0.35 -0.61 0.13 0.155
H -13.177 2.383 -8.962 0.22 -0.16 -0.12 -0.089
H -14.340 2.958 -7.811 -0.21 0.26 0.05 0.415
H -13.739 -2.568 -5.907 0.04 -0.14 0.14 0.269
H -12.676 -1.339 -5.916 0.37 -0.28 0.32 0.237
C -13.719 5.907 -10.006 0.50 0.31 -1.23 -0.289
C -13.796 7.426 -9.862 1.58 -0.63 -1.65 0.037
C -14.542 8.124 -11.049 1.12 -1.11 0.14 0.221
O -13.930 7.850 -12.362 -1.93 0.69 0.10 -0.310
C -14.792 8.514 -13.395 1.28 -0.22 1.25 -0.308
N -14.326 7.698 -8.573 -1.20 0.28 0.48 -0.341
H -13.093 5.465 -9.230 -0.28 0.00 0.06 -0.363
H -13.263 5.697 -10.973 0.27 -0.11 -0.05 0.024
H -14.694 5.429 -10.094 -0.30 0.08 0.49 0.036
H -12.781 7.823 -9.839 0.37 -0.11 -0.39 0.534
H -14.496 9.181 -10.785 -0.31 0.23 -0.52 -0.096
H -15.558 7.733 -11.008 -0.34 0.31 -0.27 0.080
H -14.570 8.222 -14.421 0.48 -0.52 0.26 0.446
H -14.548 9.573 -13.318 -0.43 0.24 -0.02 0.292
H -15.850 8.314 -13.225 0.00 0.05 0.23 -0.105
H -14.526 8.686 -8.511 0.08 0.39 0.20 0.276
H -15.261 7.337 -8.693 -0.72 -0.23 0.71 -0.180
C -8.714 5.233 -12.314 -1.89 1.09 1.57 -0.407
C -8.063 4.546 -11.113 0.06 0.64 -1.92 0.537
C -8.954 3.660 -10.240 -0.45 0.55 0.64 -0.805
O -9.947 4.446 -9.560 0.21 -0.06 0.17 -0.137
C -10.607 3.871 -8.417 0.76 0.68 -0.55 -0.818
N -7.019 3.776 -11.761 0.75 -1.63 1.34 -0.850
H -9.177 4.593 -13.066 0.17 -0.44 0.25 0.226
H -8.048 5.932 -12.820 0.14 -0.05 0.17 0.373
H -9.514 5.803 -11.840 -0.37 0.40 -0.66 -0.465
H -7.593 5.315 -10.500 -0.16 -0.01 0.32 0.275
H -8.266 3.195 -9.534 -0.07 -0.31 0.23 0.379
H -9.527 2.907 -10.780 0.42 -0.31 -0.47 0.131
H -10.888 2.823 -8.519 -0.21 -0.06 -0.47 0.363
H -11.464 4.527 -8.259 -0.09 -0.36 0.08 0.074
H -9.982 3.920 -7.526 0.28 0.12 0.08 0.333
H -7.568 3.122 -12.300 0.58 -0.34 -0.62 0.331
H -6.508 4.384 -12.386 -0.07 -0.15 -0.16 0.342
C -11.666 9.588 -4.284 -1.45 0.78 0.36 -1.476
C -12.856 9.018 -5.020 -0.58 -0.96 -0.93 0.325
C -13.852 10.033 -5.604 1.43 0.30 0.47 -0.004
O -14.361 10.912 -4.615 0.02 -0.89 -0.20 -0.404
C -15.044 11.993 -5.164 -0.31 1.14 1.50 -0.619
N -12.293 8.192 -6.117 0.16 -0.02 0.89 -0.646
H -10.999 8.782 -3.980 0.17 0.31 -0.26 0.384
H -12.113 10.061 -3.409 0.47 0.17 0.30 0.342
H -11.254 10.392 -4.893 0.67 -0.17 0.04 0.378
H -13.443 8.474 -4.280 0.14 -0.86 -0.17 0.310
H -14.667 9.534 -6.128 0.02 -0.09 -0.20 -0.165
H -13.187 10.569 -6.281 -0.42 0.56 -0.66 0.268
H -14.344 12.774 -5.462 0.05 -0.09 -0.91 0.326
H -15.548 12.471 -4.324 -0.21 -0.03 0.22 0.306
H -15.856 11.781 -5.861 0.39 -0.35 -0.52 0.094
H -12.882 7.814 -6.845 -0.70 0.15 0.10 0.222
H -11.562 8.728 -6.564 0.11 0.00 -0.07 0.291
C -18.583 9.149 -12.650 0.30 1.31 -0.71 -0.898
C -19.914 9.623 -12.031 0.00 -0.26 -1.02 0.087
C -21.200 9.446 -12.938 3.52 0.25 -0.44 -0.565
O -21.034 10.342 -14.056 -1.24 -0.61 1.77 -0.078
C -22.022 10.134 -15.025 0.79 0.52 -1.30 -1.021
N -20.021 8.796 -10.869 -0.59 0.34 0.61 0.062
H -18.389 9.590 -13.628 -0.23 -0.09 -0.18 0.775
H -18.414 8.075 -12.722 -0.59 -0.17 -0.01 0.004
H -17.756 9.517 -12.043 0.00 0.05 0.34 -0.124
H -19.824 10.670 -11.744 -0.02 0.19 -0.13 0.412
H -22.088 9.523 -12.311 -0.37 0.41 -0.37 0.340
H -21.054 8.442 -13.338 -0.67 -0.43 0.03 0.158
H -23.062 10.291 -14.737 0.00 0.15 0.45 0.298
H -21.938 9.160 -15.507 -0.01 -0.40 0.19 0.361
H -21.725 10.853 -15.789 -0.54 0.10 -0.26 0.296
H -20.988 8.820 -10.576 -0.14 -0.38 0.53 0.260
H -19.793 7.867 -11.194 -0.46 -0.36 0.47 -0.252
```
Forces are in eV/Å.

Calculated values
- net charge = -1
- Kohn-Sham gap (alpha / beta) (eV) = 1.470 / 8.927
- spin multiplicity = 2
- molecular weight (g/mol) = 965.45
- highest occupied orbital energy (alpha / beta) (eV) = 0.7 / -6.8
- E_LUMO (alpha / beta) (eV) = 2.127 / 2.088

=====

The following is a DFT calculation (ωB97M-V/def2-TZVPD) of a 2-piece molecular cluster, C20H12Cl2N4O3 overall at a distorted geometry.

Geometry as XYZ:
```
41
Properties=species:S:1:pos:R:3:forces:R:3:mulliken_charge:R:1
N 0.611 -1.312 2.970 1.34 1.10 -0.10 -0.471
C 1.518 -0.587 2.902 -2.48 -2.16 0.16 -0.200
C 2.600 0.284 2.814 0.10 2.33 -0.12 0.752
C 2.416 1.637 2.761 0.64 -2.21 0.04 0.853
C 1.139 2.187 2.800 -2.97 1.42 0.08 -0.306
N 0.064 2.631 2.842 1.63 -0.69 -0.06 -0.462
C 3.566 2.537 2.662 -0.29 2.41 -0.13 0.388
O 3.429 3.746 2.598 -0.32 -0.90 0.07 -0.581
C 4.885 1.960 2.642 1.88 -1.49 -0.02 0.214
Cl 6.224 3.024 2.541 -0.43 -0.05 0.02 -0.109
C 5.066 0.616 2.694 1.41 1.92 -0.12 0.170
Cl 6.639 -0.061 2.665 -0.42 -0.07 0.01 -0.111
C 3.946 -0.285 2.766 0.34 -2.34 0.03 0.442
O 4.129 -1.490 2.779 -0.51 0.73 0.01 -0.590
N 2.097 1.858 -1.435 0.38 -0.43 0.28 -0.322
C 0.771 1.672 -1.753 -0.83 0.82 -0.75 0.022
O 0.068 2.600 -2.141 0.62 0.13 0.25 -0.697
C 0.192 0.336 -1.617 -0.17 -0.91 0.23 -0.222
C -1.124 0.172 -1.846 0.17 -0.70 0.53 0.418
N -1.769 -1.050 -1.670 -0.25 0.18 -0.33 0.352
C -3.207 -1.094 -1.560 0.01 0.07 0.02 -0.769
C -3.795 -1.040 -0.300 0.62 0.00 -0.21 0.092
C -5.163 -1.081 -0.167 -0.23 -0.03 0.11 -0.777
C -5.962 -1.181 -1.289 -0.21 -0.01 0.00 -0.318
C -5.390 -1.236 -2.546 -0.27 0.01 -0.01 -0.614
C -4.021 -1.190 -2.685 0.71 0.02 0.11 -0.196
C -1.025 -2.182 -1.272 0.19 0.65 0.12 -0.117
C 0.279 -2.108 -1.035 -0.33 0.14 -0.07 -0.960
C 1.034 -0.825 -1.169 0.62 0.18 0.03 -0.100
H 2.746 1.089 -1.356 -0.36 -0.05 -0.04 0.214
H 2.532 2.741 -1.638 -0.35 0.17 -0.13 0.256
H -1.723 1.020 -2.126 -0.26 0.07 -0.09 0.485
H -3.156 -0.959 0.563 0.13 0.02 0.22 0.483
H -5.607 -1.033 0.814 -0.08 0.01 0.16 0.367
H -7.034 -1.216 -1.182 -0.17 -0.01 0.00 0.389
H -6.016 -1.317 -3.418 -0.09 0.00 -0.16 0.367
H -3.562 -1.233 -3.658 0.11 -0.01 -0.22 0.431
H -1.563 -3.105 -1.148 -0.31 -0.01 -0.08 0.392
H 0.809 -2.989 -0.714 0.06 -0.14 -0.02 0.398
H 1.498 -0.575 -0.207 0.19 -0.07 0.10 0.107
H 1.858 -0.961 -1.880 0.19 -0.09 0.05 0.327
```
Forces are in eV/Å.

Calculated values
- net charge = 0
- Kohn-Sham gap (eV) = 4.238
- SMILES = N#CC1=C(C#N)C(=O)C(Cl)=C(Cl)C1=O.NC(=O)C1=CN(c2ccccc2)C=CC1
- molecular weight (g/mol) = 427.25
- highest occupied orbital energy (eV) = -7.6
- E_LUMO (eV) = -3.408